(1)
DFT (the ωB97M-V functional and the def2-TZVPD basis) results for C33H36F5IN8NaO3S as an isolated structure.

Each line ends with the Mulliken charge.
CARTESIAN COORDINATES (ANGSTROEM)
H (1.300, 2.000, -6.434)  0.50
C (-1.551, -3.489, -1.586)  0.88
F (-0.390, -3.334, -3.664)  0.01
H (4.506, 0.365, -0.049)  0.40
H (-7.344, -0.481, 1.583)  0.42
H (-0.820, 1.477, -7.740)  0.46
C (4.852, 1.570, -1.799)  -0.59
C (-1.091, -2.554, -0.589)  0.26
C (-0.765, -4.180, -2.584)  -1.50
N (0.223, -1.084, 3.423)  -0.29
H (-1.304, 4.703, -1.818)  0.44
C (0.141, 0.177, -6.302)  0.82
F (0.285, -5.504, -0.917)  -0.22
H (-7.837, 2.292, 0.383)  0.31
C (2.956, 2.768, -2.632)  1.23
H (-0.794, -1.717, -5.725)  0.54
H (0.696, -1.372, -4.875)  0.38
F (-2.845, -3.823, -1.388)  -0.31
H (0.483, 1.794, -4.895)  -0.06
Na (-0.785, 0.360, 0.060)  0.58
C (-3.965, 2.464, 1.996)  0.17
C (-4.907, -0.259, 1.376)  0.07
N (-0.969, -0.426, -4.146)  1.36
N (0.807, 2.514, -1.538)  0.27
C (-3.172, 2.272, 0.871)  0.07
C (-1.103, 0.776, -6.951)  -1.62
H (-7.667, 0.988, 2.500)  0.46
H (-1.684, 3.674, -3.199)  0.34
C (-7.932, 1.206, 0.371)  -1.14
O (-1.762, -1.757, 0.084)  -0.12
H (4.932, 2.861, -3.511)  0.35
H (-4.222, -1.626, -0.138)  0.12
O (-6.236, 2.919, 2.471)  -0.69
H (-1.648, 2.989, -1.555)  -0.28
I (-2.992, -1.648, 5.047)  -0.01
H (-5.202, -1.030, 2.098)  0.54
H (0.555, 4.704, -4.066)  0.44
C (2.358, 3.690, -3.526)  -0.79
C (-2.021, 3.330, 3.079)  -1.07
C (4.325, 2.432, -2.721)  -0.97
C (4.057, 1.031, -0.776)  -0.57
C (2.706, 1.314, -0.642)  0.66
C (1.015, 1.258, -5.684)  -1.20
H (2.965, 4.127, -4.312)  0.38
S (1.793, 0.662, 0.690)  -0.45
C (-7.231, 0.604, 1.578)  -0.87
C (-3.374, 3.041, 3.112)  -0.53
H (-4.715, -0.076, -0.784)  0.26
H (-3.892, 0.029, 1.644)  -0.51
H (-0.222, 3.146, 1.890)  0.47
N (-1.867, 2.522, 0.840)  0.02
C (-0.544, 0.001, -2.956)  -1.14
O (-1.265, 0.133, 2.272)  -0.10
H (0.955, -0.461, 3.108)  0.24
H (0.722, -0.339, -7.075)  0.34
C (0.249, -3.067, -0.264)  1.09
C (2.138, 2.210, -1.619)  -0.90
H (-2.794, -1.877, 2.382)  -0.15
C (0.285, 3.374, -2.371)  0.78
C (-5.421, 2.114, 2.032)  0.24
H (5.902, 1.302, -1.840)  0.35
H (-1.700, 1.320, -6.218)  0.25
H (-8.995, 0.955, 0.378)  0.38
H (0.474, -1.975, 3.811)  0.22
H (-1.743, 0.007, -7.388)  0.40
H (-3.610, 1.878, -0.044)  0.47
H (-1.612, -2.940, 3.180)  0.56
N (-1.593, 0.309, -2.226)  0.64
H (-5.943, -1.231, -0.263)  0.41
C (-1.176, 3.698, -2.231)  -0.89
C (0.307, -4.394, -1.657)  0.77
H (0.491, 0.049, -2.650)  0.64
N (-5.796, 0.885, 1.586)  0.39
N (-2.670, 0.055, -2.999)  -0.49
C (-4.955, -0.825, -0.029)  -0.84
N (-2.308, -0.377, -4.152)  -0.77
H (-3.977, 3.244, 3.988)  0.47
C (-1.300, 3.021, 1.936)  -0.26
H (1.929, 0.854, -5.244)  0.39
C (1.253, -3.364, -1.234)  -1.38
H (-7.497, 0.828, -0.556)  0.27
C (-1.010, -0.869, 2.918)  0.15
C (-0.203, -0.916, -5.288)  -1.51
F (1.418, -2.345, -2.145)  0.03
F (0.358, -3.549, 0.972)  -0.33
C (-2.042, -1.943, 3.158)  -0.60
C (1.044, 4.008, -3.394)  -0.98
H (-1.516, 3.760, 3.935)  0.42

Atomic forces in eV per Å
0.01 -0.02 0.01
-0.32 0.06 0.11
0.08 0.05 -0.01
-0.01 0.00 -0.01
0.01 0.01 -0.03
0.00 -0.02 0.02
0.03 -0.01 0.03
-0.02 -0.26 -0.10
0.14 0.01 0.16
-0.15 0.01 0.00
0.01 -0.01 -0.01
0.01 -0.16 -0.02
0.00 -0.21 0.11
0.01 -0.01 0.01
0.09 0.05 -0.01
-0.04 0.02 -0.06
0.03 0.02 0.00
-0.02 0.02 -0.03
-0.02 -0.02 -0.01
-0.03 0.47 -0.08
0.06 0.01 -0.05
0.09 0.06 0.16
0.03 0.02 -0.07
0.12 -0.06 0.02
-0.02 -0.05 0.10
-0.01 0.02 0.00
-0.01 0.05 0.00
0.04 0.00 -0.01
-0.04 0.02 -0.06
0.16 -0.16 0.02
-0.01 0.01 0.01
-0.04 0.04 0.04
0.06 0.00 -0.11
0.06 0.06 -0.05
-0.06 0.04 -0.02
0.01 -0.02 -0.02
0.03 0.01 0.01
-0.01 -0.01 0.01
0.01 0.01 0.05
-0.04 -0.03 -0.02
-0.02 -0.04 -0.02
0.07 0.03 0.09
0.04 0.10 0.05
0.00 0.01 0.02
0.02 -0.12 0.01
0.06 -0.06 0.02
0.01 0.00 -0.01
0.03 0.08 0.01
0.00 0.03 -0.06
-0.04 0.02 -0.01
-0.19 0.08 -0.02
-0.04 -0.07 0.03
-0.40 -0.05 0.37
0.08 -0.03 -0.03
-0.02 0.01 0.00
0.14 0.33 -0.05
-0.14 0.00 0.04
-0.04 -0.01 0.05
-0.03 0.07 -0.09
-0.05 -0.07 0.16
-0.01 0.00 -0.02
-0.01 0.01 0.02
0.02 0.00 0.02
0.05 -0.03 -0.03
0.02 -0.01 0.00
0.04 -0.02 0.02
0.02 0.00 0.00
0.12 -0.06 -0.15
0.01 0.03 0.02
-0.12 -0.05 0.01
0.06 0.17 -0.26
-0.07 0.00 -0.02
-0.08 0.05 -0.03
0.01 0.07 -0.06
-0.04 -0.16 -0.16
0.04 -0.02 0.09
0.00 -0.01 -0.01
0.06 -0.03 -0.13
-0.02 -0.03 -0.02
-0.13 -0.13 0.04
-0.01 0.01 0.02
0.42 -0.02 -0.20
-0.04 0.01 0.17
-0.02 0.02 -0.10
0.00 -0.06 0.08
0.04 -0.01 -0.02
-0.03 -0.07 0.07
-0.03 -0.02 0.00

The net charge is -1. For the gap between HOMO and LUMO, the calculation gives 6.056 eV. Its strongest force on any atom is 0.55 eV Å⁻¹. The HOMO energy is -4.2589 eV. The LUMO energy comes out at 1.797 eV. The energy above the lowest of the compared OMol25 structures with the same formula, charge and spin comes out at 0.0 kcal/mol.

(2)
DFT (the ωB97M-V functional and the def2-TZVPD basis) results for a 2-piece molecular cluster, C33H36N2O9S overall.

Each line ends with the Mulliken charge.
CARTESIAN COORDINATES (ANGSTROEM)
H (0.792, 2.914, 0.523)  -0.54
C (0.905, 1.479, -1.836)  0.84
C (-4.540, -5.559, -0.313)  0.23
H (5.887, 1.534, 1.636)  0.26
H (5.787, 1.091, 4.598)  0.36
C (-3.828, -7.143, 1.345)  -0.49
C (5.417, 0.980, 2.451)  -0.29
H (-2.285, 1.874, -3.838)  0.16
O (5.472, 2.177, -0.970)  -0.52
H (-1.886, 1.224, 1.874)  0.40
H (-0.277, -0.135, -1.078)  0.42
C (-0.107, 2.110, -2.767)  -0.84
O (-1.782, -3.461, -1.332)  -0.68
H (4.043, 5.892, 0.016)  0.35
H (-4.452, -1.042, -4.559)  0.45
H (3.457, 5.813, 2.521)  0.44
H (-2.690, -1.952, -3.085)  0.73
H (-1.403, 4.498, 0.900)  0.36
H (5.930, 0.021, 2.553)  0.36
O (2.564, 3.709, -3.470)  -0.54
C (-2.530, -6.653, 1.259)  -0.54
H (-1.746, -7.085, 1.868)  0.41
H (0.612, -1.996, 0.200)  0.29
H (-1.181, -1.226, 2.557)  0.47
N (3.765, 3.773, -1.421)  -0.44
H (-1.231, -5.219, 0.321)  0.48
C (3.722, 5.000, 0.557)  -0.22
H (0.111, 4.797, 1.710)  0.08
C (5.526, 1.753, 3.774)  -1.34
H (3.535, 0.064, 2.863)  0.41
H (-6.738, -1.987, -4.485)  0.39
O (-1.196, -0.095, -3.662)  -0.59
C (3.123, 1.553, -0.874)  1.40
H (-1.193, 3.919, 2.557)  0.35
H (2.201, -1.824, 1.019)  0.54
O (2.952, 4.149, -0.284)  0.01
C (1.289, -1.313, 0.718)  -1.33
H (4.610, 4.467, 0.913)  0.27
C (-3.987, -3.390, -2.173)  0.01
C (-5.969, -2.378, -3.832)  -0.51
H (3.393, 1.620, 2.010)  -0.09
C (-3.693, -2.356, -3.052)  -0.62
H (4.606, 2.287, 4.013)  0.34
C (-6.269, -3.405, -2.953)  -0.62
C (1.650, -0.153, -0.177)  -0.42
C (-0.155, 2.742, 1.043)  1.13
C (2.729, 3.270, -2.373)  -0.02
H (-4.057, -7.954, 2.025)  0.40
C (-0.664, -0.540, 1.875)  -0.06
H (-1.128, 0.899, 3.420)  0.37
O (0.715, -0.818, 1.918)  -0.42
C (3.967, 0.692, 2.080)  -0.14
S (-1.552, 1.121, -2.982)  0.98
O (-6.766, -5.423, -1.079)  -0.67
H (-0.855, 2.338, 0.303)  0.15
C (2.843, 5.370, 1.735)  -1.18
C (0.679, 0.368, -1.041)  0.35
C (2.910, 0.432, -0.091)  -0.61
C (-3.239, -5.058, -0.391)  0.25
C (-5.282, -3.911, -2.117)  0.46
C (-4.684, -1.849, -3.875)  -0.58
O (0.106, 1.784, 2.053)  -0.25
C (-0.689, 4.063, 1.604)  -1.32
C (-5.632, -5.002, -1.163)  0.53
H (4.795, -0.033, 0.352)  0.57
H (-0.453, 3.075, -2.382)  0.39
H (-1.094, -0.714, 0.883)  -0.05
O (-2.283, 1.050, -1.744)  -0.55
H (2.078, 6.095, 1.457)  0.30
C (2.151, 2.062, -1.728)  -0.34
C (-0.950, 0.898, 2.342)  -0.75
H (0.349, 2.284, -3.743)  0.50
N (3.888, -0.064, 0.804)  -0.29
C (-2.902, -3.928, -1.304)  0.54
H (-7.265, -3.822, -2.905)  0.48
C (-2.236, -5.611, 0.396)  -0.52
H (-5.844, -6.971, 0.618)  0.48
H (6.326, 2.492, 3.711)  0.35
C (-4.831, -6.598, 0.562)  -0.57
C (4.309, 2.440, -1.009)  -0.28
H (2.350, 4.491, 2.153)  0.21

Atomic forces in eV per Å
-0.04 -0.01 0.08
-0.05 0.04 -0.31
0.03 0.04 -0.04
0.04 -0.03 0.02
-0.21 0.01 0.08
0.01 0.02 -0.01
-0.27 0.04 0.09
0.09 0.13 -0.04
-0.11 0.18 0.33
0.01 0.06 0.01
0.03 -0.03 0.00
0.16 0.18 0.15
0.02 0.03 0.02
0.03 -0.09 -0.14
0.01 -0.01 -0.01
0.00 0.03 -0.03
0.01 -0.04 0.03
-0.05 0.01 0.08
0.12 0.05 -0.16
-0.21 0.16 0.27
-0.02 0.00 0.00
0.00 0.00 0.01
-0.02 -0.07 0.03
-0.02 0.00 -0.04
0.20 -0.47 -0.51
-0.01 0.05 -0.04
0.00 0.19 0.48
-0.07 -0.11 0.26
0.37 0.03 -0.21
-0.25 0.24 0.05
0.00 0.01 0.00
-0.06 0.19 -0.09
-0.02 0.14 -0.19
0.01 -0.03 0.04
-0.05 -0.11 -0.10
0.04 0.10 -0.13
0.09 0.36 0.07
0.02 -0.04 -0.12
-0.01 -0.06 0.03
0.02 0.01 0.02
-0.03 0.02 0.04
0.06 0.09 -0.04
-0.04 -0.04 0.04
-0.03 0.07 -0.06
-0.41 -0.08 -0.16
-0.03 0.15 0.00
0.05 0.14 0.01
0.00 -0.01 0.00
-0.19 0.13 0.03
0.20 0.05 0.02
0.03 -0.40 0.20
0.16 -0.55 0.06
-0.18 -0.63 0.06
0.01 -0.01 -0.01
-0.04 -0.09 0.09
0.02 0.03 0.04
0.11 -0.34 0.09
0.14 -0.11 0.10
-0.04 0.00 -0.04
0.05 -0.02 0.03
-0.03 -0.04 0.00
0.07 0.02 -0.15
-0.01 0.11 -0.48
-0.07 -0.01 0.01
0.00 0.12 -0.01
0.01 -0.02 0.04
0.20 0.05 -0.07
0.01 0.21 -0.08
0.00 -0.04 -0.05
0.15 0.06 0.09
-0.22 -0.07 0.15
-0.13 -0.06 -0.08
0.25 0.20 -0.06
0.03 0.06 0.03
0.01 -0.04 0.05
0.03 -0.06 0.07
-0.02 0.03 -0.05
-0.03 0.02 0.05
0.02 -0.07 0.07
0.01 -0.03 0.01
0.08 -0.04 -0.03

For the gap between HOMO and LUMO, the calculation gives 8.202 eV. Its strongest force on any atom is 0.72 eV Å⁻¹. As for the SMILES: CCCNc1c(COCCOCC)cc(C[SH](=O)=O)c2c1C(=O)N(OCC)C2=O.O=C1c2ccccc2C(=O)c2ccccc21. The HOMO energy is -9.1263 eV. The LUMO energy comes out at -0.924 eV.